The following is a DFT calculation (ωB97M-V/def2-TZVPD) of a molecular structure, C36H37BeN4O5S.

XYZ file:
```
84
Properties=species:S:1:pos:R:3:forces:R:3
Be -0.106 0.035 -0.246 0.3 0.0 -0.3
O 5.577 3.004 1.564 -0.2 0.3 -0.1
C 4.679 3.608 0.956 -0.2 -0.2 0.0
O 4.549 4.755 0.504 0.1 -0.2 0.2
C 3.428 2.692 0.659 0.4 0.1 0.0
C 2.408 3.141 -0.170 -0.2 0.1 0.0
C 1.385 2.266 -0.483 0.0 0.0 0.0
N 1.367 1.025 -0.010 0.0 0.0 -0.1
C 2.359 0.565 0.746 0.0 0.1 0.0
C 3.413 1.377 1.115 0.0 0.0 0.1
C 2.231 -0.897 0.936 -0.1 0.0 -0.1
C 3.150 -1.693 1.597 0.1 0.0 0.1
C 3.005 -3.068 1.530 0.0 0.0 0.0
C 1.962 -3.603 0.787 0.1 0.0 0.1
C 1.070 -2.735 0.186 -0.1 0.0 0.0
N 1.175 -1.413 0.281 0.0 0.1 0.1
C 0.285 2.470 -1.457 0.0 -0.1 0.0
C -0.012 3.674 -2.076 0.0 0.0 0.0
C -0.997 3.695 -3.049 0.0 0.0 0.0
C -1.648 2.514 -3.384 0.0 0.0 0.0
C -1.316 1.363 -2.695 0.0 -0.1 0.1
N -0.388 1.339 -1.738 -0.1 0.0 0.2
H 2.473 4.150 -0.559 0.1 0.0 0.0
H 4.260 1.048 1.706 0.0 0.0 -0.1
H 3.979 -1.241 2.127 0.0 0.0 0.0
H 3.715 -3.717 2.026 0.0 0.0 0.0
H 1.848 -4.672 0.668 0.0 0.0 0.0
H 0.253 -3.091 -0.425 -0.1 0.0 0.0
H 0.528 4.570 -1.801 0.0 0.0 0.0
H -1.245 4.622 -3.550 0.0 0.0 0.0
H -2.398 2.487 -4.163 0.0 0.0 0.0
H -1.796 0.415 -2.911 0.0 0.1 0.0
C -5.131 -1.281 3.950 0.0 0.0 0.0
O -3.840 -0.815 4.324 -0.1 0.0 -0.1
C -3.687 -0.328 5.573 0.0 0.0 0.0
C -4.684 -0.325 6.539 -0.1 0.0 0.1
C -4.427 0.158 7.815 0.0 0.0 0.0
C -3.171 0.640 8.146 0.0 0.0 0.1
C -2.178 0.651 7.181 0.1 0.1 0.0
C -2.431 0.195 5.895 0.1 0.2 0.1
N -1.345 0.195 4.962 -0.1 -0.2 0.2
C -1.284 0.527 3.694 0.0 0.2 -0.1
C -2.186 1.245 2.892 -0.1 -0.1 0.0
C -3.268 2.015 3.388 0.0 0.0 0.1
C -4.050 2.750 2.548 0.0 0.0 0.0
C -3.762 2.750 1.166 0.1 -0.1 0.1
C -2.709 2.038 0.653 -0.1 0.1 -0.2
C -1.888 1.247 1.491 0.2 0.1 0.1
O -0.893 0.555 1.062 -0.2 -0.4 -0.1
H -5.049 -1.569 2.906 0.0 0.0 0.0
H -5.879 -0.492 4.043 0.0 0.0 0.0
H -5.430 -2.145 4.545 0.0 0.0 0.0
H -5.666 -0.712 6.308 0.0 0.0 0.0
H -5.215 0.142 8.556 0.0 0.0 0.0
H -2.963 1.009 9.141 0.0 0.0 0.0
H -1.192 1.038 7.414 -0.1 0.0 0.0
H -0.472 -0.118 5.362 0.0 -0.2 0.0
H -0.359 0.233 3.206 0.0 0.1 0.0
H -3.447 2.060 4.455 0.0 -0.1 0.0
H -4.865 3.345 2.939 0.0 0.0 0.0
H -4.378 3.340 0.497 0.0 0.0 0.0
H -2.474 2.093 -0.403 0.0 -0.1 0.0
C -4.200 -3.104 -3.478 0.0 0.1 0.0
C -3.289 -1.950 -3.059 -0.1 -0.1 0.0
C -3.763 -1.246 -1.779 0.2 0.0 0.1
S -2.642 -1.417 -0.355 -0.2 0.0 -0.2
O -1.239 -1.209 -0.939 -0.1 0.0 0.2
C -2.905 -3.190 -0.084 0.1 0.1 0.1
C -2.244 -3.784 1.169 0.0 0.3 0.1
C -2.110 -2.826 2.356 -0.1 0.0 -0.2
H -3.861 -3.533 -4.422 0.0 0.0 0.1
H -5.224 -2.754 -3.626 0.0 0.0 0.0
H -4.217 -3.904 -2.736 0.0 0.0 0.0
H -3.260 -1.221 -3.870 0.0 0.0 0.0
H -2.264 -2.300 -2.929 0.0 0.0 0.0
H -4.730 -1.626 -1.440 0.0 0.1 0.0
H -3.861 -0.167 -1.903 0.0 0.0 0.0
H -2.601 -3.707 -0.996 -0.1 -0.1 0.0
H -3.993 -3.246 0.010 0.0 0.0 -0.1
H -1.265 -4.179 0.920 0.2 0.0 -0.1
H -2.848 -4.642 1.463 0.0 -0.1 0.0
H -1.538 -1.932 2.083 0.0 0.0 0.0
H -1.583 -3.315 3.176 -0.1 0.0 0.0
H -3.084 -2.498 2.726 0.2 0.0 -0.1
```
Forces are in eV/Å.

## Properties
- Energy relative to the best compared isomer or geometry (same formula, charge and spin): 1.4907 eV
- Net charge: +1
- Gap between HOMO and LUMO: 0.21226 hartree
- HOMO energy: -0.3494 Eh

Calculated atomic charges, method Mulliken, unit e:
1. Be -0.957
2. O -0.709
3. C 0.395
4. O -0.705
5. C -0.427
6. C -0.828
7. C 0.767
8. N 0.929
9. C 0.579
10. C -0.961
11. C 0.381
12. C -0.702
13. C -0.565
14. C -0.910
15. C -0.433
16. N 0.526
17. C 0.366
18. C -0.706
19. C -0.656
20. C -0.626
21. C -0.462
22. N 0.344
23. H 0.564
24. H 0.621
25. H 0.485
26. H 0.467
27. H 0.461
28. H 0.858
29. H 0.480
30. H 0.478
31. H 0.469
32. H 0.575
33. C -1.099
34. O 0.007
35. C 0.972
36. C -0.858
37. C -0.755
38. C -0.814
39. C -0.498
40. C 0.265
41. N 0.108
42. C -0.684
43. C 0.686
44. C -0.490
45. C -1.026
46. C -0.939
47. C -0.157
48. C 0.292
49. O -0.274
50. H 0.062
51. H 0.548
52. H 0.458
53. H 0.442
54. H 0.418
55. H 0.402
56. H 0.467
57. H 0.387
58. H 0.734
59. H 0.535
60. H 0.444
61. H 0.490
62. H 0.342
63. C -1.459
64. C -0.175
65. C -1.259
66. S 0.985
67. O -0.502
68. C -0.921
69. C -0.793
70. C -0.413
71. H 0.408
72. H 0.372
73. H 0.291
74. H 0.486
75. H 0.204
76. H 0.787
77. H 0.402
78. H 0.306
79. H 0.635
80. H 0.243
81. H 0.502
82. H -0.113
83. H 0.568
84. H -0.117

The following is a DFT calculation (ωB97M-V/def2-TZVPD) of a molecular structure, C21H27FeN3O5S2 in a non-equilibrium geometry.

XYZ file:
```
59
Properties=species:S:1:pos:R:3:forces:R:3
Fe 0.547 -0.483 1.342 -1.7 1.7 -0.5
C 2.491 -3.359 2.365 0.2 -0.1 -0.1
C 2.835 -2.341 3.230 0.1 0.2 0.2
C 1.877 -1.789 4.083 0.2 -0.1 0.1
C 0.581 -2.273 4.069 -0.1 -0.2 0.0
C 0.244 -3.308 3.199 -0.1 -0.1 0.1
C 1.193 -3.846 2.347 -0.2 -0.1 0.0
H 3.233 -3.780 1.699 0.0 0.0 0.0
H 3.854 -1.975 3.261 0.0 0.0 0.0
H 2.155 -1.020 4.794 0.0 0.0 -0.1
H -0.156 -1.901 4.770 0.0 0.1 -0.1
H -0.761 -3.708 3.215 0.0 0.0 -0.1
H 0.927 -4.650 1.673 0.0 0.0 0.0
O -0.344 1.116 1.881 0.5 -0.4 0.3
N 0.381 2.241 1.962 0.3 -0.2 -0.2
C -0.300 3.403 2.053 0.2 -0.2 0.0
C 0.395 4.573 2.162 0.0 0.1 0.0
C 1.793 4.537 2.159 0.0 0.1 0.1
C 2.457 3.342 2.030 0.0 -0.1 -0.1
C 1.731 2.155 1.894 -0.4 0.1 0.2
S 2.413 0.582 1.650 0.3 0.3 -0.1
H -1.373 3.293 2.025 0.0 0.0 0.0
H -0.142 5.506 2.246 0.0 0.0 0.0
H 2.352 5.458 2.247 0.0 0.0 0.0
H 3.536 3.291 2.006 0.0 0.0 0.0
C -3.753 -1.239 2.024 -0.1 0.0 -0.1
S -2.450 -0.875 0.866 0.2 -0.1 0.3
C -2.680 -2.239 -0.262 -0.1 0.0 0.0
O -1.208 -1.285 1.689 -0.1 -0.2 -0.3
H -3.550 -2.205 2.482 0.0 0.0 0.0
H -4.706 -1.249 1.494 0.0 0.0 0.0
H -3.756 -0.448 2.771 0.0 0.0 0.0
H -3.571 -2.042 -0.859 0.0 0.0 0.0
H -2.770 -3.172 0.291 0.0 0.0 0.0
H -1.806 -2.264 -0.912 0.0 0.0 0.0
C -1.828 0.511 -5.188 0.0 0.0 0.0
C -1.787 0.374 -3.670 -0.1 0.0 0.1
C -0.399 0.506 -2.991 0.2 -0.1 0.0
C 0.375 1.743 -3.513 -0.1 0.0 0.0
C 1.713 1.972 -2.819 0.0 0.0 0.0
C 0.454 -0.713 -3.317 0.0 0.0 -0.1
O 0.683 -1.095 -4.432 0.0 0.1 0.1
N 1.026 -1.399 -2.234 -0.1 0.1 0.0
C 0.814 -1.037 -0.952 0.4 -0.5 0.1
O 1.393 -1.632 0.013 -0.1 -0.3 -0.2
N -0.010 -0.071 -0.578 0.5 -0.5 0.4
C -0.643 0.747 -1.492 -0.3 0.6 0.2
O -1.357 1.654 -1.124 0.2 -0.2 -0.1
H -2.846 0.325 -5.532 0.0 0.0 0.0
H -1.167 -0.192 -5.687 0.0 0.0 0.0
H -1.566 1.520 -5.508 0.0 0.0 0.0
H -2.222 -0.588 -3.377 0.0 0.0 0.0
H -2.410 1.144 -3.216 0.0 0.0 0.0
H -0.281 2.604 -3.373 0.0 0.0 0.0
H 0.524 1.608 -4.584 0.0 0.0 0.0
H 1.600 2.090 -1.737 0.0 0.0 0.0
H 2.182 2.881 -3.195 0.0 0.0 0.0
H 2.414 1.153 -3.000 0.0 0.0 0.0
H 1.669 -2.152 -2.437 0.0 0.0 0.0
```
Forces are in eV/Å.

## Properties
- Energy relative to the best compared isomer or geometry (same formula, charge and spin): 0.5236 eV
- Net charge: +1
- Spin multiplicity: 2
- Gap between HOMO and LUMO (alpha / beta): 0.26393 / 0.29004 hartree
- HOMO energy (alpha / beta): -0.4196 / -0.4222 Eh

Calculated atomic charges, method natural (NBO), unit e:
1. Fe 1.304
2. C -0.151
3. C -0.247
4. C -0.221
5. C -0.244
6. C -0.210
7. C -0.227
8. H 0.216
9. H 0.226
10. H 0.226
11. H 0.225
12. H 0.216
13. H 0.218
14. O -0.550
15. N 0.012
16. C 0.055
17. C -0.241
18. C -0.137
19. C -0.225
20. C 0.032
21. S -0.021
22. H 0.250
23. H 0.249
24. H 0.242
25. H 0.250
26. C -0.802
27. S 1.290
28. C -0.812
29. O -0.981
30. H 0.249
31. H 0.251
32. H 0.260
33. H 0.253
34. H 0.249
35. H 0.245
36. C -0.619
37. C -0.374
38. C -0.260
39. C -0.370
40. C -0.625
41. C 0.719
42. O -0.534
43. N -0.645
44. C 0.783
45. O -0.647
46. N -0.673
47. C 0.711
48. O -0.569
49. H 0.224
50. H 0.234
51. H 0.211
52. H 0.195
53. H 0.236
54. H 0.229
55. H 0.234
56. H 0.200
57. H 0.235
58. H 0.208
59. H 0.446

The following is a DFT calculation (ωB97M-V/def2-TZVPD) of a single C3H5NO molecule in a non-equilibrium geometry.

XYZ file:
```
10
Properties=species:S:1:pos:R:3:forces:R:3
O -1.193 1.308 0.625 0.3 1.5 -0.2
C -0.247 1.100 -0.446 -0.7 1.6 1.2
C 0.787 0.168 0.000 -1.0 -6.0 -0.8
N 1.779 -0.565 0.224 1.0 1.2 -0.1
C 0.668 -1.542 0.114 -1.5 4.4 3.0
H -1.685 0.617 1.071 0.5 -0.9 -0.7
H -0.797 0.730 -1.354 1.1 0.4 0.6
H 0.209 2.135 -0.537 -0.8 -1.1 -0.5
H 0.076 -1.836 0.984 0.8 0.3 0.3
H 0.405 -2.115 -0.681 0.3 -1.2 -2.9
```
Forces are in eV/Å.

## Properties
- Energy relative to the best compared isomer or geometry (same formula, charge and spin): 4.2381 eV
- Gap between HOMO and LUMO: 0.33041 hartree
- HOMO energy: -0.3092 Eh

Calculated atomic charges, method natural (NBO), unit e:
1. O -0.738
2. C -0.124
3. C 0.278
4. N -0.322
5. C -0.372
6. H 0.492
7. H 0.223
8. H 0.212
9. H 0.171
10. H 0.180

The following is a DFT calculation (ωB97M-V/def2-TZVPD) of a molecular structure, C17H19ClN4O6S in a non-equilibrium geometry.

XYZ file:
```
48
Properties=species:S:1:pos:R:3:forces:R:3
C -7.039 0.519 3.260 5.7 -6.2 -3.2
C -6.559 0.432 1.719 -2.9 3.3 -1.1
O -6.981 1.246 0.827 1.4 -2.8 3.0
O -5.779 -0.579 1.485 0.2 -1.3 -0.5
C -5.407 -0.992 0.011 -4.5 5.4 1.8
C -4.157 -0.274 -0.088 1.3 2.4 -2.1
C -3.104 -1.031 -0.321 2.8 14.2 -1.7
N -1.832 -0.257 -0.888 -4.5 -4.9 1.7
C -0.811 -0.507 -1.702 3.4 -3.1 -2.4
O -0.326 -1.554 -2.179 -1.5 3.3 1.2
C -0.386 1.153 -1.546 -1.0 -5.4 -0.3
N 0.892 1.337 -1.208 4.4 -2.0 4.0
C 1.526 0.438 -0.125 -0.6 6.7 -1.1
O 0.854 -0.018 0.725 -1.5 -2.2 0.4
C 2.974 0.851 0.127 -2.5 -2.2 5.4
C 3.411 2.226 0.001 3.9 0.5 -4.1
H 4.503 2.261 0.357 -1.7 0.2 -0.3
H 3.544 2.315 -1.121 0.3 0.5 0.6
H 2.917 3.132 0.195 -1.3 0.5 1.3
H 3.102 0.754 1.446 -0.6 -0.8 -3.8
C 3.710 -0.237 -0.595 3.5 3.5 9.5
N 5.046 -0.073 -0.081 4.7 1.7 -4.7
C 5.811 -0.530 0.898 -3.1 -3.7 4.8
C 7.076 -0.232 0.854 2.3 2.4 -4.1
C 7.180 0.591 -0.776 -4.8 -4.7 12.1
N 6.060 0.501 -1.073 -10.8 0.2 -4.3
H 8.034 0.682 -1.023 10.6 2.1 -4.2
Cl 8.478 -0.463 1.706 0.8 -0.5 1.2
H 5.249 -1.232 1.730 1.6 2.1 -2.1
H 3.663 -0.141 -1.510 -0.1 0.9 -9.3
H 3.384 -1.103 -0.263 -1.9 -4.4 1.2
H 1.558 1.797 -1.800 -0.2 0.0 -0.3
H -0.481 1.496 -2.495 -1.6 1.7 -2.7
C -1.525 0.989 -0.597 -0.1 8.1 2.6
H -1.255 1.296 0.454 -0.4 -0.8 -0.9
S -2.862 2.353 -1.063 -0.2 -2.6 0.3
C -4.044 1.312 -0.154 -1.5 0.5 5.6
H -5.050 1.750 0.060 0.4 -0.4 -1.7
H -3.814 1.630 1.055 0.1 -1.3 -2.7
C -3.108 -2.264 -0.521 4.1 -14.7 1.1
O -3.836 -3.145 -0.829 -4.4 -0.3 -2.4
O -1.964 -2.815 0.004 2.6 -3.3 -1.0
H -1.887 -3.890 -0.342 -0.7 4.8 1.4
H -5.445 -2.039 0.087 0.1 -1.0 -0.5
H -6.297 -0.341 -0.585 2.4 -2.3 1.1
H -7.875 -0.076 3.302 -2.3 -1.1 0.2
H -7.157 1.448 3.502 -0.7 5.4 1.7
H -6.195 -0.094 3.827 -1.8 1.7 -0.8
```
Forces are in eV/Å.

## Properties
- Gap between HOMO and LUMO: 0.27835 hartree
- HOMO energy: -0.3030 Eh

Calculated atomic charges, method natural (NBO), unit e:
1. C -0.649
2. C 0.809
3. O -0.665
4. O -0.527
5. C -0.128
6. C 0.113
7. C 0.004
8. N -0.446
9. C 0.679
10. O -0.588
11. C -0.103
12. N -0.662
13. C 0.709
14. O -0.538
15. C -0.265
16. C -0.633
17. H 0.243
18. H 0.183
19. H 0.246
20. H 0.212
21. C -0.193
22. N -0.251
23. C -0.068
24. C -0.257
25. C 0.110
26. N -0.248
27. H 0.178
28. Cl 0.058
29. H 0.245
30. H 0.209
31. H 0.213
32. H 0.402
33. H 0.232
34. C -0.064
35. H 0.236
36. S 0.159
37. C -0.655
38. H 0.307
39. H 0.240
40. C 0.692
41. O -0.560
42. O -0.685
43. H 0.507
44. H 0.261
45. H 0.274
46. H 0.229
47. H 0.214
48. H 0.222